1.
This record from the OMol25 dataset describes C3H6N2OS in the gas phase in a non-equilibrium geometry. The level of theory is ωB97M-V with the def2-TZVPD basis set.

* energy above the lowest of the compared OMol25 structures with the same formula, charge and spin: 7.2 kcal/mol
* HOMO-LUMO gap: 8.805 eV
* E: -700.87768 a.u.
* multiplicity: 1

Each atom is followed by the atoms it is bonded to, with distances in Å.
Geometry (Å):
1 C -1.93801 -1.02137 0.01184  C2 1.474, H4 1.060, H5 1.082, H6 1.086
2 C -0.85478 -0.03279 -0.13901  C1 1.474, N10 1.340, S13 1.721
3 C 1.68730 0.17855 -0.07980  N10 1.437, N11 1.374, O12 1.217
4 H -2.71894 -0.82666 -0.67752  C1 1.060
5 H -1.54994 -2.01183 -0.18734  C1 1.082
6 H -2.32510 -1.03913 1.02671  C1 1.086
7 H 0.55413 -1.44346 -0.14230  N10 1.011
8 H 0.88316 2.01797 0.40313  N11 1.024
9 H 2.68906 1.91544 0.26241  N11 1.018
10 N 0.40417 -0.45936 0.03297  C2 1.340, C3 1.437, H7 1.011
11 N 1.75168 1.52764 0.17294  C3 1.374, H8 1.024, H9 1.018
12 O 2.68098 -0.43929 -0.41577  C3 1.217
13 S -1.26373 1.63429 -0.26826  C2 1.721

---

2.
This record from the OMol25 dataset describes C3H6N2OS2 in the gas phase in a non-equilibrium geometry. The level of theory is ωB97M-V with the def2-TZVPD basis set.

* energy above the lowest of the compared OMol25 structures with the same formula, charge and spin: 164.1 kcal/mol
* HOMO-LUMO gap: 4.724 eV
* E: -1098.81245 a.u.
* multiplicity: 1

Each atom is followed by the atoms it is bonded to, with distances in Å.
Geometry (Å):
1 C -1.50261 1.35287 0.19134  C2 1.506, N4 1.412, H9 1.046, H10 1.122
2 C -0.47600 0.28644 -0.08787  C1 1.506, S8 1.666, H11 1.070
3 C 1.98191 -1.04176 0.04213  S8 1.828, H12 1.096, H13 1.123, H14 1.105
4 N -2.83441 1.00265 -0.11874  C1 1.412, N5 1.249
5 N -3.34350 -0.09807 0.18063  N4 1.249, O6 1.217, S7 1.705
6 O -2.65969 -1.01061 0.60697  N5 1.217
7 S -5.01515 -0.30542 -0.08434  N5 1.705
8 S 0.81599 0.04591 0.93572  C2 1.666, C3 1.828
9 H -1.32312 1.55866 1.20151  C1 1.046
10 H -1.36966 2.34910 -0.30802  C1 1.122
11 H -0.51851 -0.35660 -0.94155  C2 1.070
12 H 2.15691 -1.73990 0.86871  C3 1.096
13 H 2.92726 -0.46215 -0.13742  C3 1.123
14 H 1.63699 -1.45576 -0.92248  C3 1.105

---

3.
This record from the OMol25 dataset describes C3H6N2OS2 in the gas phase in a non-equilibrium geometry. The level of theory is ωB97M-V with the def2-TZVPD basis set.

* energy above the lowest of the compared OMol25 structures with the same formula, charge and spin: 70.4 kcal/mol
* HOMO-LUMO gap: 9.174 eV
* E: -1098.96168 a.u.
* multiplicity: 1

Each atom is followed by the atoms it is bonded to, with distances in Å.
Geometry (Å):
1 C -2.58588 0.44070 0.00125  C2 1.497, H4 1.102, H5 1.077, H6 1.090
2 C -1.67687 -0.74869 0.00767  C1 1.497, H7 1.048, N10 1.264
3 C 1.50355 0.54253 0.00605  N11 1.331, O12 1.377, S13 1.661
4 H -3.23940 0.40924 0.88854  C1 1.102
5 H -3.22398 0.41885 -0.86629  C1 1.077
6 H -2.06177 1.39607 0.00512  C1 1.090
7 H -2.11544 -1.70067 -0.01868  C2 1.048
8 H 1.49187 -1.42469 0.01877  N11 1.003
9 H 4.03128 0.44431 -0.06143  S14 1.353
10 N -0.41372 -0.79314 0.01076  C2 1.264, O12 1.411
11 N 2.11477 -0.63985 -0.01465  C3 1.331, H8 1.003, S14 1.719
12 O 0.12667 0.51056 0.00400  C3 1.377, N10 1.411
13 S 2.23336 2.03418 0.00714  C3 1.661
14 S 3.81555 -0.88939 0.01173  H9 1.353, N11 1.719

---

4.
This record from the OMol25 dataset describes 3 unconnected molecules or ions with the total composition C3H6N2S in a non-equilibrium geometry. The level of theory is ωB97M-V with the def2-TZVPD basis set.

* energy above the lowest of the compared OMol25 structures with the same formula, charge and spin: 134.8 kcal/mol
* HOMO-LUMO gap: 9.519 eV
* E: -625.40720 a.u.
* multiplicity: 1

Each atom is followed by the atoms it is bonded to, with distances in Å.
Geometry (Å):
1 C -0.00945 -0.21410 -0.05162  C2 1.521, N10 1.413, N11 1.278
2 C -0.55778 1.20207 -0.14031  C1 1.521, C3 1.362
3 C -1.45673 1.37968 0.86702  C2 1.362, H8 1.232, H9 1.232
4 H 2.50999 -2.33249 -0.12511  S12 1.403
5 H 1.99529 0.54584 -0.64660  no bonds
6 H -0.18402 -1.99028 0.34885  N11 1.047
7 H -0.57480 2.00094 -1.37063  no bonds
8 H -2.32276 2.25340 0.79833  C3 1.232
9 H -1.55752 0.64657 1.85163  C3 1.232
10 N 1.08473 -0.47848 -0.90593  C1 1.413, S12 1.613
11 N -0.66877 -1.09647 0.59737  C1 1.278, H6 1.047
12 S 1.74182 -1.91668 -1.22300  H4 1.403, N10 1.613

---

5.
This record from the OMol25 dataset describes C3H6N2S in the gas phase in a non-equilibrium geometry. The level of theory is ωB97M-V with the def2-TZVPD basis set.

* energy above the lowest of the compared OMol25 structures with the same formula, charge and spin: 52.4 kcal/mol
* HOMO-LUMO gap: 9.019 eV
* E: -625.53840 a.u.
* multiplicity: 1

Each atom is followed by the atoms it is bonded to, with distances in Å.
Geometry (Å):
1 C 1.02881 0.35013 0.19916  C2 1.495, H6 1.116, H7 1.097, N11 1.448
2 C 0.25864 1.18804 -0.76984  C1 1.495, C3 1.485, H8 1.096, H9 1.057
3 C -0.81011 0.15665 -0.77379  C2 1.485, N11 1.373, S12 1.606
4 H -0.34700 -1.51276 1.93606  N10 1.034
5 H -1.31697 -2.02830 0.68107  N10 1.034
6 H 1.98298 -0.17881 -0.03362  C1 1.116
7 H 1.35380 0.94468 1.06160  C1 1.097
8 H -0.10866 2.13175 -0.35044  C2 1.096
9 H 0.69792 1.40031 -1.70733  C2 1.057
10 N -0.37838 -1.66260 0.91352  H4 1.034, H5 1.034, N11 1.383
11 N -0.17641 -0.44853 0.28313  C1 1.448, C3 1.373, N10 1.383
12 S -2.18461 -0.34055 -1.43952  C3 1.606

---

6.
This record from the OMol25 dataset describes C3H6N2S in the gas phase in a non-equilibrium geometry. The level of theory is ωB97M-V with the def2-TZVPD basis set.

* energy above the lowest of the compared OMol25 structures with the same formula, charge and spin: 89.8 kcal/mol
* HOMO-LUMO gap: 8.577 eV
* E: -625.47882 a.u.
* multiplicity: 1

Each atom is followed by the atoms it is bonded to, with distances in Å.
Geometry (Å):
1 C 0.91863 1.30849 -0.05157  H4 1.040, H5 1.173, H6 1.002, N10 1.627
2 C 0.14619 -1.17178 0.19472  H7 1.305, N10 1.408, N11 1.442
3 C -1.57993 0.45090 0.03579  H9 1.141, N10 1.378, S12 1.620
4 H 1.43277 0.93238 0.77088  C1 1.040
5 H 1.69086 1.38680 -0.93120  C1 1.173
6 H 0.42816 2.17993 0.01385  C1 1.002
7 H -0.86251 -1.77209 0.76573  C2 1.305
8 H 1.19239 -2.81862 -0.15454  N11 1.175
9 H -1.70538 1.56176 -0.19501  C3 1.141
10 N -0.23540 0.16162 -0.04757  C1 1.627, C2 1.408, C3 1.378
11 N 1.41801 -1.67094 -0.26656  C2 1.442, H8 1.175
12 S -2.84379 -0.54845 -0.13452  C3 1.620

---

7.
This record from the OMol25 dataset describes C3H6N2S2 in the gas phase in a non-equilibrium geometry. The level of theory is ωB97M-V with the def2-TZVPD basis set.

* energy above the lowest of the compared OMol25 structures with the same formula, charge and spin: 62.3 kcal/mol
* HOMO-LUMO gap: 8.828 eV
* E: -1023.70361 a.u.
* multiplicity: 1

Each atom is followed by the atoms it is bonded to, with distances in Å.
Geometry (Å):
1 C -0.37239 0.63282 -0.79965  N10 1.347, N11 1.475, S13 1.670
2 C -0.36637 -1.38311 0.79292  C3 1.483, H6 1.143, H7 1.120, N11 1.480
3 C -0.36024 -0.14811 1.61422  C2 1.483, H8 1.105, H9 1.125, N11 1.562
4 H 2.09887 0.07360 -0.45891  S12 1.329
5 H 0.07597 1.71678 -2.39231  N10 1.003
6 H 0.35724 -2.26702 0.75932  C2 1.143
7 H -1.27029 -1.74635 0.24007  C2 1.120
8 H -1.31452 0.40511 1.67750  C3 1.105
9 H 0.25251 0.03577 2.54013  C3 1.125
10 N 0.49028 1.32577 -1.56724  C1 1.347, H5 1.003, S12 1.738
11 N 0.30981 -0.20498 0.20471  C1 1.475, C2 1.480, C3 1.562
12 S 2.11698 0.71640 -1.62225  H4 1.329, N10 1.738
13 S -2.01782 0.84332 -0.98850  C1 1.670

---

8.
This record from the OMol25 dataset describes 2 unconnected molecules or ions with the total composition C3H6N2S2 in a non-equilibrium geometry. The level of theory is ωB97M-V with the def2-TZVPD basis set.

* energy above the lowest of the compared OMol25 structures with the same formula, charge and spin: 110.1 kcal/mol
* HOMO-LUMO gap (spin up / spin down): 7.790 / 6.829 eV
* E: -1023.62755 a.u.
* multiplicity: 1

Each atom is followed by the atoms it is bonded to, with distances in Å.
Geometry (Å):
1 C 1.93157 0.82691 -0.61149  C2 1.320, S6 1.718, H8 1.111
2 C 2.18316 -0.46862 -0.65168  C1 1.320, S7 1.825, H9 1.019
3 C 0.30083 -0.23573 1.09986  S6 1.734, S7 1.717, H10 1.045
4 N -2.57016 0.30968 -0.15721  N5 1.338, H11 1.048, H12 1.096
5 N -1.56764 -0.56981 -0.27047  N4 1.338, H13 1.049
6 S 0.72915 1.33621 0.50533  C1 1.718, C3 1.734
7 S 1.31257 -1.51510 0.56328  C2 1.825, C3 1.717
8 H 2.52858 1.47084 -1.29276  C1 1.111
9 H 2.58261 -1.07359 -1.36820  C2 1.019
10 H -0.05398 -0.18509 2.08117  C3 1.045
11 H -3.41966 0.36096 0.45371  N4 1.048
12 H -2.14113 1.30658 -0.30850  N4 1.096
13 H -1.81590 -1.56324 -0.04302  N5 1.049

---

9.
This record from the OMol25 dataset describes C3H6N2S2 in the gas phase in a non-equilibrium geometry. The level of theory is ωB97M-V with the def2-TZVPD basis set.

* energy above the lowest of the compared OMol25 structures with the same formula, charge and spin: 44.9 kcal/mol
* HOMO-LUMO gap: 9.241 eV
* E: -1023.73138 a.u.
* multiplicity: 1

Each atom is followed by the atoms it is bonded to, with distances in Å.
Geometry (Å):
1 C -0.39791 -1.20189 1.72362  C2 1.514, H4 1.091, H5 1.099, H6 1.084
2 C -0.18491 -0.35836 0.48495  C1 1.514, N11 1.273, S12 1.742
3 C -0.36156 0.93333 -2.50785  H7 1.084, H8 1.051, N10 1.274
4 H -1.23446 -1.88948 1.58771  C1 1.091
5 H 0.47917 -1.81266 1.97806  C1 1.099
6 H -0.60493 -0.53047 2.54913  C1 1.084
7 H 0.50232 1.12594 -1.88122  C3 1.084
8 H -0.50055 1.32360 -3.47386  C3 1.051
9 H 2.70055 1.40273 0.79413  S13 1.309
10 N -1.29531 0.13866 -2.16107  C3 1.274, S12 1.675
11 N 0.73250 0.49692 0.26686  C2 1.273, S13 1.763
12 S -1.40611 -0.69415 -0.71166  C2 1.742, N10 1.675
13 S 1.92260 0.67495 1.55549  H9 1.309, N11 1.763

---

10.
This record from the OMol25 dataset describes C3H6N2S2 in the gas phase in a non-equilibrium geometry. The level of theory is ωB97M-V with the def2-TZVPD basis set.

* energy above the lowest of the compared OMol25 structures with the same formula, charge and spin: 86.0 kcal/mol
* HOMO-LUMO gap (spin up / spin down): 5.269 / 6.005 eV
* E: -1023.53177 a.u.
* multiplicity: 3

Each atom is followed by the atoms it is bonded to, with distances in Å.
Geometry (Å):
1 C 1.24053 0.64396 -0.01145  C2 1.466, C3 1.351, H8 1.185
2 C -0.06932 0.39099 -0.61918  C1 1.466, S6 1.865, S7 1.925, H9 1.064
3 C 2.49785 0.22039 -0.26796  C1 1.351, H10 1.074, H11 1.046
4 N -1.73539 -1.14149 0.82154  N5 1.327, S6 1.784, H12 0.944
5 N -2.48909 -0.12901 0.41189  N4 1.327, S7 1.764, H13 0.997
6 S -0.37017 -1.42009 -0.29316  C2 1.865, N4 1.784
7 S -1.65714 1.34338 -0.09072  C2 1.925, N5 1.764
8 H 1.17736 0.96675 1.12725  C1 1.185
9 H -0.14822 0.45841 -1.67820  C2 1.064
10 H 2.64431 -0.51907 -1.03310  C3 1.074
11 H 3.30471 0.49835 0.33746  C3 1.046
12 H -1.32546 -0.83910 1.61663  N4 0.944
13 H -3.06996 -0.47348 -0.32099  N5 0.997